ORCA calculation (ωB97M-V with the def2-TZVPD basis set) on a cluster of 2 separate species, C3H11N3 in total in a non-equilibrium geometry.

Structure (ORCA input):
```
! RIJCOSX wB97M-V def2-TZVPD def2/J DEFGRID3
* xyz 0 1
N 3.0255 0.0006 1.1076
N 1.8061 -0.9424 2.9221
N -1.6423 0.9329 -1.3379
C 1.9139 -0.2452 1.8589
C -2.5808 0.2659 -0.4642
C -0.4037 0.2633 -1.6639
H 3.7169 -0.7293 1.1968
H -0.0402 0.5796 -2.6415
H -2.3470 -0.8011 -0.3391
H 0.9977 0.1524 1.4045
H -0.4266 -0.8254 -1.5212
H 1.0001 -1.5482 2.8140
H -2.1139 1.0338 -2.2265
H -3.5987 0.4642 -0.7812
H -2.5905 0.6267 0.5700
H 0.4468 0.5772 -1.0364
H 2.8367 0.1951 0.1379
*
```

## Properties
max |F| = 2.25 eV/A
HOMO-LUMO gap = 9.50 eV
structure (SMILES) = [H]/N=C/N.CNC
relative energy (zero: lowest compared OMol25 entry of this formula, charge and spin) = 48.4 kcal/mol
E_HOMO = -8.7195 eV
lowest unoccupied orbital energy = 0.778 eV